This record from the Open Molecules 2025 dataset describes a structure of composition C16H10CeCl6 in a non-equilibrium geometry. The level of theory is ωB97M-V/def2-TZVPD.

The geometry in XYZ format:
```
33
Properties=species:S:1:pos:R:3:lowdin_charge:R:1
C -0.72 0.25 2.44 -0.6291
C -0.87 -2.66 -3.35 -0.1978
C -0.48 1.25 4.64 -0.6783
Cl 0.45 3.81 4.96 0.6622
H 2.10 2.88 -1.88 0.1131
Cl -1.37 1.23 -2.90 0.0718
Cl -0.67 1.23 6.37 0.6384
C 0.01 2.45 4.02 -0.7145
Cl 0.72 3.90 1.83 0.6837
C -2.61 -1.69 -2.19 -0.2507
H 2.53 2.25 0.72 0.0803
H 2.05 -1.52 -1.51 0.1206
H 1.82 0.56 -3.29 0.1147
H -2.24 -2.82 -0.30 0.0345
H -2.23 -1.19 -4.35 0.0566
Ce -0.13 0.64 -0.78 0.6713
C 2.36 0.13 0.02 -0.2020
C 2.12 -0.44 -1.29 -0.2166
H -0.19 -2.93 -4.16 0.0608
C 2.14 1.87 -1.48 -0.1934
C -0.85 0.12 3.85 -0.6781
H 2.55 -0.44 0.94 0.1213
C -1.94 -2.58 -1.31 -0.2681
C 2.36 1.54 -0.10 -0.2140
H -3.48 -1.09 -1.95 0.0669
Cl -0.96 -1.11 1.30 0.7341
Cl -1.31 -1.38 4.58 0.6581
C -0.27 1.40 1.87 -0.2695
C 1.98 0.65 -2.22 -0.2419
C 0.11 2.50 2.62 -0.7232
C -0.85 -3.17 -2.02 -0.2125
H -0.16 -3.91 -1.63 0.0595
C -1.95 -1.74 -3.45 -0.2579
```

Output
LUMO (spin up / spin down) = 2.23 / 2.23 eV
Molecular weight = 555.09 g mol⁻¹
2S+1 = 2
Orbital gap (spin up / spin down) = 0.2068 / 0.2069 hartree
HOMO energy (spin up / spin down) = -3.4 / -3.4 eV
Total charge = -1